Record 1
44
Properties=species:S:1:pos:R:3:nbo_charge:R:1 method="wB97M-V/def2-TZVPD" smiles="O=C1O[C@@H](I)[C@H](c2ccccc2)O1.CN(C)C=O.CN(C)C=O" lumo_energy_ev=0.07 e_tot_ev=-37213.59421 gap_ev=8.99 multiplicity=1
O 3.745 0.717 -0.284 -0.5258
H -9.084 -0.062 -3.719 0.1985
C 3.223 1.211 0.875 0.9782
H -8.595 -1.018 -1.393 0.2053
O 3.732 1.304 1.953 -0.5478
N 6.798 -1.230 4.055 -0.4288
H -2.668 -1.189 -1.060 0.2125
H 4.771 -1.008 4.507 0.2099
I 3.020 -1.342 -2.226 0.1236
H 8.339 -2.167 2.989 0.2075
H 2.757 1.398 -1.923 0.2211
C 7.437 -1.586 2.805 -0.3969
H -6.908 -0.924 -0.836 0.2157
C -7.720 -0.378 -1.318 -0.4180
H -5.989 1.121 -3.793 0.1104
H 7.705 -0.678 2.259 0.1965
C 5.572 -0.448 4.022 -0.4216
C -2.067 -0.288 -1.126 -0.1965
H 6.750 -2.178 2.197 0.1939
H 5.721 0.484 4.568 0.2152
C -0.390 1.931 -1.216 -0.2239
H 8.232 -2.189 5.162 0.0987
C -1.701 2.012 -1.613 -0.1961
H 0.267 2.797 -1.243 0.2190
C 0.095 0.719 -0.760 -0.0028
C 2.671 0.543 -1.250 -0.0203
H -2.117 2.959 -1.947 0.2151
C 7.302 -1.600 5.249 0.5277
C -8.048 -0.399 -3.800 -0.3988
H -7.956 0.495 -0.709 0.2180
O 6.811 -1.332 6.328 -0.6245
H -8.030 -1.489 -3.847 0.1980
C 1.493 0.517 -0.263 0.0047
H -0.376 -1.318 -0.354 0.2073
C -6.227 0.852 -2.750 0.5326
C -0.751 -0.365 -0.726 -0.2198
H -7.616 0.003 -4.714 0.2129
O -5.563 1.258 -1.812 -0.6385
H -3.595 0.994 -1.876 0.2596
N -7.299 0.051 -2.642 -0.4220
H 1.598 -0.466 0.221 0.1952
O 1.914 1.589 0.588 -0.5048
H 5.294 -0.228 2.996 0.2203
C -2.547 0.927 -1.575 -0.2104


Record 2
46
Properties=species:S:1:pos:R:3:nbo_charge:R:1 method="wB97M-V/def2-TZVPD" lumo_energy_ev=1.18 e_tot_ev=-44039.46038 gap_ev=4.08 charge=-1 multiplicity=1
C -2.123 -0.539 1.162 -0.3995
H -4.120 1.094 -0.860 0.2388
C -0.367 4.235 3.588 -0.1890
H -3.752 -1.572 0.172 0.2032
O -1.074 3.597 2.637 -0.9867
O 3.346 -3.142 1.462 -0.5108
H 0.091 0.411 2.756 0.1777
H 2.813 1.266 -1.417 0.1874
C 0.786 0.469 0.699 -0.4041
N -2.782 -2.830 -3.383 -0.3255
H 1.582 1.204 0.549 0.1982
H -4.230 -0.138 1.048 0.2104
C 3.502 -2.362 0.581 0.7579
C 1.416 -0.907 0.950 -0.4435
H 0.218 0.426 -0.238 0.1868
O 5.021 -1.610 -2.309 -0.4973
H 0.669 -1.699 0.835 0.2307
H -0.274 3.687 4.569 0.0689
C -0.889 -2.747 -2.392 0.2746
O 3.168 0.260 -3.180 -0.2561
H -2.290 -1.073 2.105 0.2024
H -1.854 1.589 0.722 0.1991
H 2.588 2.056 -3.482 0.4464
H 1.732 -0.964 1.997 0.2380
S -4.016 -0.626 -2.382 0.2936
H 1.491 0.238 -1.990 0.2119
N -1.542 -3.447 -3.244 -0.2824
C -3.421 0.258 -0.917 -0.5303
H 0.107 -2.920 -2.018 0.2024
H 0.706 4.463 3.325 0.0654
O 4.610 -2.411 -0.250 -0.5032
H -2.442 0.686 -1.120 0.2339
C -0.138 0.955 1.832 -0.4238
H -0.765 5.239 3.899 0.0802
H -2.157 1.228 2.392 0.2451
O -1.586 -1.679 -1.931 -0.4357
O 2.483 1.226 -3.976 -0.4329
H -1.383 -1.121 0.609 0.1799
C -2.760 -1.803 -2.598 0.2879
H 0.048 2.020 2.015 0.3110
C -1.621 0.870 1.510 -0.4037
C -3.450 -0.546 0.401 -0.4107
C 3.117 -0.798 -1.029 -0.1199
C 4.354 -1.590 -1.330 0.7704
C 2.609 -1.255 0.124 -0.0255
C 2.576 0.302 -1.893 -0.1216


Record 3
51
Properties=species:S:1:pos:R:3:lowdin_spin:R:1 method="wB97M-V/def2-TZVPD" relative_energy_kj_mol=467.6 s2=2.18 lumo_energy_ev="1.54 / 1.50" e_tot_ev=-369644.50203 gap_ev="5.02 / 5.00" charge=-1 multiplicity=3
N 0.308 0.874 1.532 0.0060
C -1.160 1.552 -0.253 0.0126
S -0.508 -0.093 -3.630 0.0001
H -1.640 -0.131 -1.320 0.0067
H 2.410 -1.914 2.661 0.0002
Se 2.934 -3.737 -2.164 -0.0250
H -2.087 -2.365 -0.079 0.0016
S 1.306 3.531 -5.227 -0.0025
H 1.814 -0.018 4.342 0.0007
C -0.735 3.002 1.754 -0.0028
C -0.488 1.832 1.055 0.0246
Se 1.765 0.060 -1.599 -0.1418
H -2.085 2.150 -0.332 0.0017
V 0.497 -0.473 0.168 2.0739
C 0.881 1.020 2.730 0.0215
C 0.661 2.157 3.493 -0.0035
H -0.506 1.894 -1.079 0.0025
S 1.154 2.739 -2.415 -0.0355
H 0.606 -1.953 4.534 0.0009
C -2.460 -0.316 0.525 0.0064
Se 2.983 -0.412 0.097 0.0409
H -2.941 -2.207 1.483 -0.0002
C -0.848 -1.626 2.940 0.0036
H 2.835 0.251 2.913 0.0020
C 0.189 -1.611 -4.361 -0.0014
C 0.519 -2.098 3.444 0.0016
H -0.272 -2.436 -3.811 -0.0001
C 1.825 -0.047 3.236 0.0043
S 0.730 3.353 -8.137 0.0005
H -3.452 -0.188 0.069 0.0002
H -1.004 -0.572 3.214 0.0002
C -0.151 3.168 2.998 0.0226
N -0.853 -1.805 1.501 0.0039
H -0.482 -2.762 1.338 0.0018
C -2.156 -1.768 0.853 0.0043
H 1.278 -1.643 -4.224 -0.0007
H 0.627 -3.165 3.206 0.0002
N -1.397 0.133 -0.359 0.0216
H -0.342 4.056 3.579 0.0015
S -0.005 1.163 -6.278 -0.0020
H -2.439 0.287 1.444 0.0004
Sb 1.334 -2.438 -0.768 -0.0238
Se 0.050 -4.465 -0.399 -0.0471
N 1.550 -1.368 2.721 0.0276
H -1.383 3.750 1.322 -0.0004
C 0.816 2.328 -4.024 -0.0037
H -1.643 -2.214 3.423 -0.0001
C 0.680 2.716 -6.634 -0.0005
H 1.131 2.244 4.461 -0.0005
C 0.239 1.212 -4.535 -0.0051
H -0.086 -1.645 -5.410 -0.0001


Record 4
51
Properties=species:S:1:pos:R:3:lowdin_spin:R:1 method="wB97M-V/def2-TZVPD" relative_energy_kj_mol=0.0 s2=0.75 lumo_energy_ev="0.33 / 0.33" e_tot_ev=-89335.21531 gap_ev="8.01 / 8.01" multiplicity=2
H -4.222 -1.067 2.943 0.0000
N 2.079 1.569 0.830 0.0000
C 4.960 0.261 -2.603 0.0000
C -3.539 1.257 1.124 0.0001
H -2.081 3.332 -0.206 0.0000
H -1.024 -3.219 0.528 0.0000
C -1.891 0.646 -4.251 -0.0001
H -4.056 -2.748 3.545 0.0000
C 3.700 0.333 -2.029 0.0000
H 4.604 1.244 1.118 0.0000
H 7.072 0.478 -2.305 0.0000
H 2.800 0.122 -2.587 0.0000
C -2.516 -0.514 -4.640 0.0001
O 0.840 1.574 1.203 -0.0012
O 1.348 0.032 -0.641 0.0004
N 2.290 0.757 -0.118 0.0000
H 5.056 -0.016 -3.644 0.0000
H -3.487 3.204 1.786 0.0000
C -2.014 -1.456 -2.524 0.0001
C -0.144 -2.697 0.899 0.0000
H -2.050 -2.252 -1.790 0.0000
C 5.970 0.898 -0.515 0.0000
N -1.801 2.821 0.627 0.0001
P -1.329 -0.830 2.546 -0.0002
H 0.697 -0.387 5.265 0.0000
C -1.323 0.725 -2.968 0.0000
H 1.600 -0.637 3.747 0.0000
O -0.492 -1.336 1.217 -0.0007
H -3.264 -1.426 4.416 0.0000
C 6.092 0.541 -1.851 0.0000
C 4.720 0.975 0.079 0.0000
O -2.404 -2.018 2.597 -0.0001
O -4.570 0.968 1.702 0.0000
C -2.592 -1.599 -3.763 0.0000
H -3.092 -2.515 -4.038 0.0000
H -2.958 -0.579 -5.627 0.0000
C 3.606 0.694 -0.696 0.0000
O -2.902 0.549 0.252 0.0006
Yb -0.748 0.672 -0.064 1.0021
N -2.885 2.465 1.456 0.0002
O -0.365 -1.287 3.768 -0.0001
H -1.835 1.503 -4.907 0.0000
S -0.544 2.167 -2.368 -0.0009
H 6.852 1.109 0.075 0.0000
H 0.632 -2.645 0.140 0.0000
H -1.113 3.339 1.163 0.0000
N -1.381 -0.340 -2.146 -0.0004
C 0.642 -0.348 4.180 0.0000
H 0.232 -3.194 1.792 0.0000
H 0.396 0.663 3.850 0.0000
C -3.565 -1.785 3.432 0.0000